DFT (ωB97M-V/def2-TZVPD) results for C32H19IrN9 as an isolated structure at a distorted geometry.

Output
* 2S+1: 6
* charge: +2
* electronic energy: -1827.43388 a.u.
* HOMO level (alpha / beta): -11.63 / -14.37 eV

Geometry (Å):
Ir1 14.4724 6.0379 14.3143
C1 20.9487 6.8426 14.6363
C2 20.7296 6.5889 15.9881
C3 19.4616 6.3852 16.5055
C4 18.4331 6.4788 15.5880
C5 17.0043 6.2590 15.7698
N1 16.4331 5.9600 16.9499
C6 15.1475 5.8474 17.1420
C7 14.5645 5.4778 18.4178
C8 15.1646 5.3915 19.6745
C9 14.2820 5.1953 20.7492
C10 12.9141 4.9902 20.5629
C11 12.2989 5.0830 19.2953
C12 13.1783 5.2945 18.2524
C13 12.8914 5.5332 16.8628
N2 11.7450 5.2528 16.2922
C14 11.5112 5.5480 15.0155
N3 12.5014 5.8378 14.0162
C15 11.8542 5.8523 12.7759
N4 12.4122 6.0629 11.5789
C16 13.7019 6.4169 11.4242
N5 14.7225 6.5399 12.3943
C17 15.9094 6.8855 11.7962
N6 17.1616 6.9146 12.2717
C18 17.3485 6.6996 13.5728
N7 16.3926 6.4119 14.5390
C19 18.6171 6.7683 14.2282
C20 19.8862 6.9618 13.7233
C21 15.6898 6.9932 10.3803
C22 16.6092 7.0316 9.3336
C23 16.1330 6.8068 8.0555
C24 14.7688 6.5437 7.8070
C25 13.9065 6.4972 8.8774
C26 14.3676 6.6269 10.1831
C27 10.4564 5.5739 12.9846
C28 9.4594 5.5360 12.0450
C29 8.1469 5.2822 12.4831
C30 7.9431 5.0992 13.8588
C31 9.0028 5.1938 14.7987
C32 10.2448 5.4580 14.3624
N8 14.1079 5.8624 16.2523
H1 21.9505 6.8672 14.2147
H2 21.5740 6.5277 16.7341
H3 19.2779 6.1977 17.5939
H4 16.2547 5.3615 19.8603
H5 14.6692 5.2180 21.7641
H6 12.3186 4.7712 21.4533
H7 11.2203 5.0329 19.1299
H8 20.0435 7.0567 12.6447
H9 17.6398 7.3080 9.5503
H10 16.8086 6.8092 7.2096
H11 14.4042 6.3103 6.8185
H12 12.8594 6.2858 8.7637
H13 9.6659 5.6592 10.9747
H14 7.3540 5.1746 11.7336
H15 6.9283 4.9726 14.2198
H16 8.8443 4.9113 15.8748
N9 14.9043 3.6446 13.9086
H17 14.3706 3.2798 13.1534
H18 14.6220 3.2317 14.7776
H19 15.8826 3.5353 13.7070